Record 1
A 4-piece molecular cluster, C13H30BrNO9P overall. Source: the Open Molecules 2025 dataset; level of theory: ωB97M-V with the def2-TZVPD basis set.

Positions of all 55 atoms, in Å:
1 Br -3.071643 -4.207117 -1.131131
2 P -2.579709 -2.336428 -0.256236
3 O 0.677011 3.567966 -0.746131
4 O -3.473866 2.683239 -2.683690
5 O -4.324971 1.681993 -0.849098
6 O 1.986147 3.274341 1.080782
7 O 1.027125 1.559929 -0.028147
8 O 2.938118 -4.013129 1.818684
9 O -5.378481 3.362812 -1.935947
10 O 5.067113 -4.763530 1.989602
11 O 4.564703 -3.425023 0.369900
12 N 0.174719 -2.657847 -0.391860
13 C -6.451068 3.347210 -0.963029
14 C -2.317655 1.863278 -2.533653
15 C 1.295116 2.860070 0.190504
16 C 0.917161 4.998615 -0.699262
17 C 2.250602 5.352899 -1.313415
18 C -0.892141 -1.768285 -0.698758
19 C 4.065975 -6.871325 2.712806
20 C 4.088517 -4.066094 1.442372
21 C 4.709739 -5.571516 3.135569
22 C -4.394560 2.507905 -1.733085
23 C 1.615289 0.665796 0.918882
24 C 3.603283 -2.562683 -0.234806
25 C -6.072868 4.115408 0.281420
26 H 4.059004 -4.987523 3.784665
27 H 0.088819 5.418977 -1.264792
28 H -1.733798 1.982116 -3.440614
29 H -2.631756 0.826248 -2.405019
30 H 2.750175 -3.141017 -0.580682
31 H -5.251625 3.630153 0.806820
32 H -5.783130 5.134878 0.027975
33 H 4.717908 -7.417389 2.031290
34 H 1.214486 -0.312733 0.661514
35 H -3.539181 -1.398920 -0.668780
36 H -0.794869 -0.807540 -0.181160
37 H -2.728329 -2.463454 1.128418
38 H 2.700780 0.647412 0.837041
39 H -1.733722 2.176311 -1.667787
40 H 0.849139 5.326098 0.336923
41 H -7.280908 3.815116 -1.486501
42 H 3.260059 -1.818173 0.481066
43 H 4.097786 -2.084511 -1.075026
44 H 2.358708 6.437581 -1.339366
45 H 3.071184 4.942487 -0.727238
46 H 1.337338 0.929537 1.937955
47 H -6.930890 4.161416 0.952787
48 H 0.306102 -3.402186 -1.062016
49 H 2.315260 4.978818 -2.335238
50 H -0.931920 -1.551440 -1.766741
51 H 3.893543 -7.492776 3.592133
52 H 3.108209 -6.691954 2.226272
53 H 5.658470 -5.740957 3.638507
54 H 0.234888 -3.006862 0.556200
55 H -6.705387 2.311802 -0.740875

Atomic forces in eV per Å
0.014 -0.116 -0.019
-0.291 0.288 -0.078
-0.020 -0.039 0.041
-0.032 0.055 0.091
0.025 -0.108 0.012
-0.089 -0.016 -0.013
-0.125 -0.039 -0.008
0.042 0.042 0.022
0.046 -0.009 0.022
-0.030 0.040 -0.027
-0.045 0.051 0.227
-0.124 -0.134 -0.091
-0.024 -0.019 -0.012
0.018 -0.065 0.063
0.168 0.002 -0.060
-0.025 0.034 0.019
-0.006 -0.015 -0.012
0.154 -0.007 0.117
0.015 0.000 -0.007
-0.057 -0.141 -0.130
0.008 0.015 0.033
-0.019 -0.005 -0.043
-0.088 -0.116 0.057
0.024 -0.010 -0.147
-0.003 0.013 -0.012
-0.005 -0.010 -0.011
0.005 -0.005 0.002
-0.039 0.024 -0.011
0.125 -0.045 -0.079
0.001 0.039 -0.034
-0.001 -0.002 -0.001
-0.007 -0.004 0.005
-0.004 -0.001 0.006
0.123 -0.043 0.041
0.011 -0.003 0.080
-0.026 0.067 0.017
0.052 -0.026 -0.028
-0.008 0.105 -0.040
0.017 0.006 -0.024
0.010 -0.004 -0.008
0.008 -0.002 0.002
-0.008 0.014 -0.022
0.071 -0.028 0.042
0.006 -0.005 0.003
-0.004 0.003 0.000
0.016 0.062 -0.018
0.008 -0.001 0.005
-0.035 -0.005 0.053
0.000 0.009 0.002
0.026 0.023 -0.034
-0.006 0.000 -0.005
0.003 0.001 0.001
-0.006 0.003 -0.005
0.120 0.121 0.010
0.010 0.009 0.007

**Spin multiplicity**: 1
**E_LUMO**: -0.1502 Eh
**Total charge**: +1

***

Record 2
A 3-piece molecular cluster, C13H30BrO4P overall. Source: the Open Molecules 2025 dataset; level of theory: ωB97M-V with the def2-TZVPD basis set.

Positions of all 49 atoms, in Å:
1 Br -3.059882 1.361964 2.695775
2 P -2.296658 2.891753 4.141673
3 O -0.717503 2.453534 4.355732
4 O 0.765856 2.069709 2.691248
5 O -2.100748 4.097938 3.065445
6 O 0.681522 4.072214 3.719098
7 C 0.272807 2.803502 3.480135
8 C -3.126273 0.242224 -0.906544
9 C 2.093875 0.250541 -0.302540
10 C -4.342626 0.413028 -4.437584
11 C -4.150859 -0.705373 -1.527218
12 C 2.990489 -1.043058 1.704444
13 C -3.676036 -1.422565 -2.791868
14 C 5.353513 -1.288074 0.706513
15 C -3.231638 -0.498449 -3.924079
16 C 5.546901 -2.744050 1.120539
17 C -1.854611 -0.452747 -0.440988
18 C 2.264678 -1.112134 0.362074
19 C 4.421856 -0.509421 1.633658
20 H 6.251705 -3.246751 0.456804
21 H -1.177976 0.262262 0.029797
22 H 4.609956 -3.301466 1.083534
23 H -3.991327 1.021398 -5.271974
24 H -2.853424 -2.098103 -2.541841
25 H -4.431036 -1.460048 -0.785417
26 H 1.276397 -1.549190 0.528764
27 H 6.327005 -0.790643 0.698582
28 H 2.993177 -2.038539 2.157827
29 H -5.195917 -0.172049 -4.786690
30 H -2.081875 -1.230021 0.292147
31 H -2.380058 0.107350 -3.602784
32 H 3.055467 0.704471 -0.547836
33 H -1.315525 -0.914848 -1.270087
34 H -2.875489 1.039757 -1.611468
35 H -3.580803 0.729328 -0.040076
36 H -4.488184 -2.061139 -3.153474
37 H 1.530631 0.154812 -1.232607
38 H 2.415728 -0.405069 2.382217
39 H -2.870247 -1.115760 -4.750509
40 H 4.405038 0.538519 1.321981
41 H 5.939750 -2.810465 2.137216
42 H 2.786694 -1.791345 -0.318319
43 H -5.065307 -0.146381 -1.744835
44 H -4.695277 1.095270 -3.662753
45 H 0.806238 4.489826 2.849636
46 H 4.982656 -1.246059 -0.321221
47 H 1.549224 0.930800 0.354441
48 H -2.520474 4.888362 3.443137
49 H 4.842976 -0.513984 2.644109

Atomic forces in eV per Å
0.242 -0.017 0.115
0.095 -0.245 0.186
-0.154 -0.001 -0.231
-0.254 -0.187 -0.225
-0.308 0.356 0.280
-0.639 0.102 -0.340
0.395 0.218 0.255
-0.048 -0.075 0.090
-0.043 -0.104 -0.067
0.100 0.022 0.006
-0.031 0.028 -0.013
-0.001 -0.046 0.033
0.019 -0.021 0.026
0.051 -0.031 0.079
-0.078 -0.023 -0.054
0.000 0.035 -0.097
0.112 0.083 -0.043
-0.049 0.071 0.029
-0.018 0.029 -0.011
0.009 -0.015 0.014
0.029 -0.039 0.033
-0.007 -0.003 0.022
-0.019 0.003 -0.013
0.001 0.005 0.014
0.008 0.004 0.014
-0.003 -0.015 -0.019
0.002 0.007 -0.032
0.018 0.001 0.002
-0.022 0.002 0.022
0.010 -0.028 -0.014
0.011 -0.013 0.012
0.003 0.019 0.017
0.000 -0.027 0.007
-0.013 0.013 0.008
-0.061 0.059 -0.110
-0.002 0.001 -0.021
-0.006 0.037 -0.004
-0.019 0.012 -0.017
0.030 0.009 -0.002
-0.015 0.001 0.001
-0.025 -0.008 0.019
0.010 -0.016 0.018
-0.003 -0.009 -0.014
-0.020 -0.007 0.006
0.440 -0.178 0.305
-0.010 0.016 -0.001
0.038 0.034 0.011
0.207 -0.057 -0.299
0.019 -0.006 0.000

**Spin multiplicity**: 1
**E_LUMO**: 0.0064 Eh
**Energy above the lowest of the compared OMol25 structures with the same formula, charge and spin**: 0.000 eV